1.
ORCA calculation (the ωB97M-V functional and the def2-TZVPD basis) on 17 unconnected molecules or ions with the total composition C58H63N17O12 at a distorted geometry.

```
150
Properties=species:S:1:pos:R:3:forces:R:3:mulliken_charge:R:1
C 9.3981 5.2677 9.5348 -0.1 -0.9 0.3 -0.037
C 9.8921 4.2038 10.4168 -0.5 2.2 -1.4 0.116
N 10.3138 3.4016 11.0901 0.9 -2.0 1.5 -0.488
H 8.4401 4.8812 9.1870 -0.2 0.6 -0.2 -0.383
H 10.0758 5.3824 8.6888 -0.1 0.1 0.0 0.409
H 9.2908 6.1966 10.0950 -0.1 -0.1 -0.2 0.407
C 5.8578 10.1550 3.9266 1.3 0.3 -0.6 -1.058
C 5.4695 9.3149 5.0412 -0.5 -0.4 0.6 0.557
N 5.1337 8.6451 5.9183 0.2 0.4 -0.6 -0.371
H 6.8372 10.6030 4.0944 -0.1 0.3 0.7 0.333
H 5.1756 10.9688 3.6802 -0.2 -0.4 0.1 0.333
H 6.1487 9.5639 3.0582 -0.8 -0.3 -0.2 0.253
C 7.4912 2.9598 0.4097 0.7 0.5 0.5 -0.441
C 7.7127 4.1354 1.3061 -0.5 -1.2 -1.7 0.450
N 7.8828 5.0492 1.9695 0.1 0.6 0.6 -0.458
H 6.6248 2.3943 0.7530 0.4 0.0 -0.1 -0.287
H 8.4157 2.3830 0.4346 -0.2 -0.4 0.4 0.398
H 7.3764 3.1909 -0.6493 -0.3 0.6 0.3 0.412
C 10.4932 1.4694 8.0239 0.4 0.7 0.3 -0.148
C 11.0311 0.3358 8.8240 0.2 -2.4 0.5 0.195
N 11.3945 -0.6108 9.4243 -1.0 2.9 -1.7 -0.530
H 9.4942 1.7741 8.3358 0.1 -0.2 0.4 -0.348
H 10.4024 1.4128 6.9392 0.3 -1.1 0.0 0.432
H 11.1707 2.3107 8.1698 -0.1 0.1 0.3 0.446
C 3.7762 1.5858 -1.3144 0.3 0.2 -0.5 -0.620
C 4.3296 2.9140 -1.0392 0.9 2.8 1.0 0.445
N 4.7812 3.9796 -0.8306 -1.3 -3.0 -0.7 -0.444
H 3.0382 1.7031 -2.1079 0.0 -0.2 0.1 0.415
H 3.3535 1.0709 -0.4517 0.0 0.4 0.0 0.010
H 4.6111 0.9848 -1.6747 -0.1 -0.1 -0.1 0.246
C 7.2733 -2.2486 7.2664 0.0 1.0 0.3 0.383
C 7.7535 -1.0517 6.5141 0.1 -1.0 0.3 0.498
N 8.1775 -0.1384 5.9590 -0.1 -0.2 0.1 -0.377
H 8.0112 -3.0468 7.3471 0.0 0.1 -0.5 0.435
H 6.3095 -2.6131 6.9109 0.2 0.0 -0.2 -0.320
H 7.1026 -1.9197 8.2914 -0.1 0.1 0.1 -0.438
C 8.8903 8.3124 5.6053 0.4 1.3 -1.1 -0.933
C 8.2777 7.7097 6.7418 -0.2 -0.3 0.4 0.401
N 7.8070 7.1803 7.6399 -0.3 -0.2 0.4 -0.266
H 8.8299 7.6765 4.7220 0.4 -0.2 0.2 0.219
H 9.8971 8.6706 5.8201 0.2 -0.7 0.0 0.346
H 8.4201 9.2538 5.3212 -0.6 0.0 0.2 0.217
C 8.2273 0.4932 10.8403 -0.1 0.0 0.4 0.612
C 6.9731 0.8580 11.5146 2.6 -0.9 -2.1 0.149
N 5.9896 0.9959 12.0440 -2.7 0.5 1.4 -0.579
H 8.1209 -0.3896 10.2099 -0.4 0.1 0.1 -0.235
H 8.8969 0.2117 11.6530 0.4 0.2 -0.3 0.568
H 8.6309 1.2919 10.2179 -0.1 0.1 0.5 -0.576
C 3.9502 -1.7718 10.3190 -0.7 -0.2 -0.5 -0.427
C 3.3767 -2.6384 9.2433 1.4 1.7 1.8 0.391
N 2.9431 -3.2816 8.4142 -0.6 -1.0 -1.3 -0.521
H 4.8636 -1.2462 10.0406 0.0 -0.3 -0.3 -0.090
H 4.1398 -2.3724 11.2086 -0.1 0.1 -0.1 0.312
H 3.2232 -0.9858 10.5233 -0.1 -0.1 0.2 0.359
C 8.5819 3.7663 5.0538 0.5 1.1 0.2 1.045
C 9.7339 4.6737 5.2890 0.5 0.8 0.3 -0.007
N 10.5581 5.4682 5.4912 -1.1 -1.2 -0.3 -0.567
H 8.5537 2.9450 5.7699 0.3 -0.2 -0.4 -0.089
H 8.5651 3.5048 3.9958 0.0 -0.4 0.3 0.050
H 7.6961 4.3721 5.2448 0.0 0.0 -0.1 -0.467
C 4.4434 6.8551 0.4877 -0.5 -0.5 -0.2 -0.417
C 3.0504 6.3191 0.6043 2.5 1.4 0.3 0.359
N 1.9848 5.9426 0.7172 -1.4 -0.6 0.1 -0.447
H 5.1479 6.0936 0.8223 -0.1 -0.1 -0.3 -0.019
H 4.6881 7.7522 1.0564 -0.7 0.0 0.1 0.208
H 4.5912 7.0827 -0.5679 0.3 -0.2 0.1 0.323
C 3.5518 -2.9686 3.6190 0.5 -0.7 1.3 -0.621
C 4.7111 -2.5172 4.2656 0.2 0.7 0.0 -0.237
C 5.5473 -1.5755 3.6758 -0.3 0.2 -1.5 -0.026
C 5.2021 -1.0559 2.3869 -1.6 -2.1 1.7 -0.262
C 4.0051 -1.5108 1.8096 -0.1 0.4 -0.3 -0.173
C 3.1777 -2.4610 2.4292 0.7 1.1 -1.3 -0.718
N 6.0232 -0.0956 1.7142 1.3 0.4 0.1 0.922
O 7.1430 0.1515 2.2159 -2.2 -0.1 -1.4 -0.514
O 5.5415 0.3994 0.6864 1.1 -0.1 1.0 -0.572
H 2.9309 -3.7722 3.9865 0.1 0.1 0.7 0.404
H 4.9523 -2.7942 5.2812 -0.1 -0.5 -0.1 0.216
H 6.4875 -1.2722 4.1122 -0.1 0.1 0.2 0.576
H 3.6785 -1.1300 0.8532 0.2 0.1 -0.1 0.355
H 2.2617 -2.8156 1.9801 0.1 0.2 -0.3 0.454
C 0.9967 3.1172 3.1320 0.9 1.1 1.0 -0.592
C 1.4697 3.7732 4.3072 0.1 -0.9 -0.6 -0.527
C 1.8273 3.0484 5.4243 -1.0 -1.6 0.8 0.317
C 1.6027 1.6353 5.4601 0.7 2.3 -2.2 -0.901
C 1.2711 1.0240 4.2400 -0.6 -0.8 0.6 -0.093
C 0.9478 1.7332 3.0834 0.2 0.8 0.8 -0.646
N 1.8770 0.8848 6.6697 0.4 0.4 0.2 1.111
O 1.5959 -0.2879 6.6082 0.1 -0.5 0.6 -0.625
O 2.3702 1.4658 7.6422 -0.5 -0.6 -0.9 -0.563
H 0.7812 3.7940 2.3184 -0.2 -0.3 -0.4 0.436
H 1.6228 4.8409 4.3624 -0.3 0.1 -0.3 0.580
H 2.1198 3.5313 6.3450 0.2 0.1 0.0 0.463
H 1.1127 -0.0401 4.1444 0.3 -0.2 0.5 0.514
H 0.6282 1.1839 2.2102 0.0 0.1 -0.1 0.501
C 0.4071 10.9967 8.1367 2.0 1.7 0.7 -0.268
C 1.6364 10.4068 7.9117 -0.4 -1.7 -0.8 -0.882
C 1.6750 9.1534 7.2446 -0.4 0.7 0.7 0.415
C 0.4521 8.5522 6.9031 0.1 1.3 0.4 -0.163
C -0.7637 9.2200 7.1776 0.2 -1.5 -0.7 -0.318
C -0.7744 10.4505 7.7782 -1.0 -0.5 -0.3 -0.620
N 0.4541 7.2631 6.1893 0.8 -0.8 -0.2 0.856
O -0.5950 6.8980 5.6578 1.6 0.2 0.7 -0.585
O 1.5508 6.6444 6.1707 -2.4 1.0 -0.2 -0.338
H 0.4880 11.9823 8.5710 -0.5 0.1 0.2 0.349
H 2.5317 10.8966 8.2653 0.1 -0.1 -0.2 0.426
H 2.6350 8.7014 7.0435 -0.1 -0.2 -0.2 0.338
H -1.7052 8.7644 6.9085 0.1 -0.2 -0.1 0.442
H -1.7161 10.9548 7.9370 0.0 0.0 0.1 0.395
C 9.9486 -6.0475 9.1883 -1.1 -0.9 0.3 -0.321
C 10.2332 -4.7555 9.5744 -0.8 -0.2 -0.1 -0.691
C 9.2006 -4.0004 10.1259 -1.1 0.1 0.4 -0.148
C 7.8959 -4.5513 10.3056 1.8 1.2 -0.7 0.184
C 7.6169 -5.8302 9.8310 -1.0 1.2 1.7 -0.625
C 8.6433 -6.5825 9.3643 1.7 -0.4 -0.8 -0.465
N 6.8036 -3.6791 10.8686 -0.1 -0.4 -1.2 0.984
O 5.7853 -4.2562 11.2294 0.9 0.7 0.1 -0.581
O 6.9518 -2.4602 10.7915 0.0 -1.2 0.5 -0.512
H 10.7177 -6.6823 8.7736 0.1 0.0 0.0 0.412
H 11.2255 -4.3621 9.4100 -0.1 0.3 0.2 0.460
H 9.4128 -2.9784 10.4030 -0.2 0.1 0.2 0.436
H 6.6174 -6.1966 10.0130 0.0 -0.3 -0.2 0.475
H 8.4485 -7.6192 9.1325 0.1 0.0 -0.2 0.371
C 5.1029 3.9460 4.2946 0.4 -1.6 0.8 -0.512
C 5.3725 2.5244 4.4372 0.0 2.7 1.2 -0.868
C 5.8054 2.0677 5.6960 -0.5 1.2 0.5 0.217
C 5.8822 3.0064 6.8100 -0.8 -1.3 -1.9 0.017
C 5.4418 4.3232 6.6422 0.1 -1.2 1.6 0.570
C 5.0985 4.8023 5.4021 0.0 -0.6 -1.6 -1.601
N 6.2413 2.4895 8.1778 -0.3 -1.4 -0.9 1.076
O 6.3809 1.2270 8.2623 -0.1 3.4 0.4 -0.439
O 6.3560 3.3262 9.0663 0.2 -1.7 -0.8 -0.216
H 4.8509 4.3490 3.3248 -0.1 -0.1 -0.1 0.621
H 5.1698 1.9186 3.5664 0.3 -0.4 0.2 0.498
H 5.9899 1.0152 5.8528 0.2 0.1 0.1 0.754
H 5.2268 4.8533 7.5583 0.5 0.5 -0.1 -0.662
H 4.8012 5.8255 5.2256 0.0 0.1 0.4 0.523
C 2.7317 5.3289 9.2918 0.3 1.3 -1.3 -0.228
C 2.8896 4.2443 10.1308 1.6 1.0 0.8 -0.696
C 4.0408 4.2467 10.9521 -0.3 -0.8 -1.3 -0.235
C 5.0109 5.2340 10.7874 -0.7 -0.1 -0.9 -0.337
C 4.9307 6.2128 9.8162 -2.0 1.3 -0.6 0.000
C 3.7095 6.3587 9.0988 0.7 -2.5 1.2 -0.271
N 6.2133 5.1823 11.5852 -0.2 0.5 1.7 1.083
O 6.7471 6.2398 11.9056 0.1 -0.1 -0.8 -0.635
O 6.5019 4.1168 12.0594 0.6 -0.8 0.0 -0.570
H 1.8878 5.3448 8.6180 -0.3 0.1 0.0 0.334
H 2.2150 3.4011 10.1179 -0.1 0.1 0.1 0.406
H 4.2671 3.3119 11.4433 0.2 0.3 0.7 0.445
H 5.7110 6.9347 9.6259 0.3 -0.2 0.2 0.469
H 3.6156 7.0878 8.3076 -0.1 0.1 0.1 0.112
```
Positions in Å, forces in eV/Å.

Values from the calculation:
Orbital gap, eV: 7.7
E_HOMO, eV: -9.229
Net charge: 0
Lowest unoccupied orbital energy, eV: -1.545

---

2.
ORCA calculation (the ωB97M-V functional and the def2-TZVPD basis) on 5 unconnected molecules or ions with the total composition C20H35N5 at a distorted geometry.

```
60
Properties=species:S:1:pos:R:3:forces:R:3:mulliken_charge:R:1
C -2.2977 1.6299 1.3575 -0.3 -0.2 0.0 -0.614
C -2.6148 0.8868 2.6543 -0.4 0.5 -0.2 -0.571
C -1.6510 -0.2375 3.0096 -0.2 -0.1 0.5 -0.349
C -0.2540 0.0928 2.7559 0.2 -0.1 0.0 0.097
N 0.8508 0.3506 2.5764 -0.1 0.0 -0.1 -0.382
H -1.3776 2.2044 1.4510 0.1 0.0 -0.1 0.109
H -3.1176 2.3072 1.1155 0.1 0.1 0.1 0.459
H -2.2192 0.9407 0.5127 0.2 0.0 0.0 0.000
H -3.6237 0.4749 2.5886 0.1 -0.1 0.0 0.316
H -2.6510 1.6017 3.4788 0.1 0.0 0.0 0.303
H -1.9167 -1.1681 2.5070 0.2 0.0 -0.2 0.351
H -1.7437 -0.4324 4.0814 0.1 -0.2 -0.1 0.365
C -5.5664 -3.4032 -3.4842 0.0 0.0 0.0 -1.122
C -4.8064 -2.0845 -3.3661 0.5 -0.3 0.4 -0.444
C -3.3808 -2.1627 -3.9529 -0.4 0.2 0.1 -0.369
C -2.5433 -3.0563 -3.1560 0.4 -0.5 0.2 0.233
N -1.8942 -3.7667 -2.5210 -0.4 0.4 -0.2 -0.443
H -5.5029 -3.8329 -4.4863 0.0 0.2 -0.1 0.296
H -6.6195 -3.2581 -3.2446 0.0 0.0 0.0 0.343
H -5.1700 -4.1557 -2.8010 0.1 0.1 0.0 0.330
H -4.6736 -1.8468 -2.3050 -0.2 0.1 -0.1 0.247
H -5.3463 -1.2500 -3.8082 0.0 0.0 -0.2 0.369
H -2.9111 -1.1773 -3.9452 0.0 0.0 -0.1 0.241
H -3.4173 -2.5234 -4.9815 0.1 0.0 0.0 0.356
C 0.6712 0.6319 -1.5386 0.1 0.0 0.0 -1.166
C -0.3846 -0.4505 -1.6126 -0.1 -0.5 0.0 -0.411
C -0.2335 -1.5548 -0.5483 -1.4 0.6 0.2 0.728
C 0.9107 -2.4188 -0.7223 0.1 0.0 0.0 0.133
N 1.8337 -3.0813 -0.8740 0.2 -0.1 0.0 -0.548
H 0.6165 1.2753 -2.4174 0.0 0.1 0.1 0.425
H 1.6806 0.2197 -1.4939 0.0 -0.1 0.0 0.334
H 0.5216 1.2203 -0.6313 0.1 0.1 -0.1 0.143
H -0.4309 -0.9543 -2.5834 0.3 0.1 0.0 0.320
H -1.3835 -0.0193 -1.4890 0.1 0.1 0.1 0.258
H -1.1715 -2.1177 -0.5839 0.4 -0.5 -0.1 0.385
H -0.2552 -1.1322 0.4601 0.5 0.1 -0.1 -0.678
C 0.9038 4.2551 0.3099 0.6 -0.9 0.7 -0.937
C 1.5589 4.7786 -0.9513 -0.7 0.0 -0.3 -0.318
C 3.0667 4.8729 -0.8255 0.3 0.5 -0.1 -0.561
C 3.7020 3.5962 -0.5559 0.2 -0.5 0.1 0.331
N 4.2032 2.5838 -0.3472 -0.1 0.1 0.0 -0.439
H -0.1093 3.8808 0.1807 -0.2 0.4 -0.1 0.217
H 0.9765 4.9341 1.1622 -0.3 0.2 -0.2 0.376
H 1.4618 3.3694 0.6519 -0.1 0.1 -0.1 0.209
H 1.1841 5.7674 -1.2240 0.0 0.0 0.1 0.325
H 1.2855 4.1173 -1.7785 0.2 0.0 0.0 0.208
H 3.3346 5.5637 -0.0213 0.0 0.0 0.0 0.272
H 3.5113 5.2706 -1.7408 0.0 0.0 0.0 0.327
C 3.9199 -0.7492 3.7759 0.1 0.2 -0.7 -1.217
C 4.2403 -1.1375 2.3187 0.5 0.2 0.7 -0.482
C 3.6023 -2.4433 1.8523 -0.2 0.4 0.1 0.048
C 3.8631 -3.5533 2.7607 0.1 -0.1 -0.1 0.195
N 4.0454 -4.4255 3.4830 0.1 -0.1 0.1 -0.486
H 4.1156 0.3189 3.8787 0.0 0.0 0.2 0.335
H 4.5810 -1.2787 4.4574 -0.2 -0.1 0.2 0.441
H 2.8719 -0.9146 4.0211 0.0 -0.1 0.1 0.240
H 5.3307 -1.2209 2.2573 -0.1 -0.1 -0.2 0.364
H 3.9644 -0.3199 1.6545 -0.2 -0.1 -0.1 0.281
H 3.9425 -2.6968 0.8512 -0.1 -0.1 -0.1 0.367
H 2.5164 -2.3208 1.8271 0.0 0.0 -0.2 -0.140
```
Positions in Å, forces in eV/Å.

Values from the calculation:
Orbital gap, eV: 10.9
E_HOMO, eV: -10.674
Energy relative to the best compared isomer or geometry (same formula, charge and spin), eV: 0.350
Net charge: 0
Lowest unoccupied orbital energy, eV: 0.191